Entry 1:
Computed, not measured: a 8-piece molecular cluster, C39H99N5O13 overall, with ωB97M-V/def2-TZVPD.

```
156
Properties=species:S:1:pos:R:3:forces:R:3
C -6.859 7.736 6.174 1.03 -0.22 -0.45
O -6.183 6.423 5.987 -0.99 1.22 1.62
C -6.202 5.741 7.261 -0.10 -1.07 0.94
C -5.171 4.523 7.407 -0.21 3.04 -1.64
N -3.894 5.176 7.074 -0.35 -1.44 0.26
C -2.797 4.206 6.993 0.29 2.51 0.71
C -1.582 5.008 6.471 0.85 -2.62 -1.17
O -1.669 5.483 5.137 -0.65 0.49 -0.37
C -1.549 4.523 4.105 -0.45 0.74 -1.20
H -6.814 8.246 5.211 -0.09 -0.23 0.03
H -6.393 8.393 6.908 1.08 -0.29 0.00
H -7.867 7.808 6.583 -0.53 -1.31 -0.47
H -7.218 5.395 7.451 -0.21 -0.21 -0.09
H -5.989 6.447 8.064 0.31 0.18 -0.02
H -5.457 3.799 6.644 0.01 -0.57 0.14
H -5.054 4.094 8.402 -0.69 0.08 0.01
H -4.040 5.659 6.199 0.33 0.02 -0.28
H -3.035 3.241 6.547 0.10 0.08 -0.80
H -2.518 3.959 8.017 0.02 -0.11 0.27
H -0.790 4.263 6.389 0.59 -0.13 0.66
H -1.232 5.805 7.128 -0.57 0.07 -0.11
H -0.539 4.292 3.769 0.50 -0.59 1.12
H -1.855 4.979 3.163 -0.57 0.67 0.16
H -2.227 3.670 4.147 0.31 -0.32 0.68
C 6.665 -1.023 5.898 0.60 -0.16 1.28
O 5.912 -0.865 4.731 1.24 1.03 -1.56
C 6.691 0.086 3.867 -1.68 -0.07 -0.21
C 6.015 0.368 2.487 -0.45 -1.73 0.11
N 5.736 -0.915 1.773 1.00 0.19 -0.31
C 6.938 -1.363 1.014 -1.24 0.95 0.07
C 6.703 -2.567 0.129 0.65 -0.12 0.61
O 7.868 -2.623 -0.698 -1.03 0.15 0.47
C 8.075 -3.880 -1.244 0.48 -0.68 -0.58
H 6.691 -0.110 6.494 -0.18 0.27 0.07
H 7.713 -1.296 5.776 0.31 0.11 -0.81
H 6.349 -1.824 6.567 -0.93 -0.03 -0.37
H 7.674 -0.346 3.684 0.09 0.03 0.18
H 6.755 1.032 4.405 0.31 0.00 0.19
H 6.670 0.965 1.851 0.13 0.15 0.26
H 5.036 0.845 2.500 0.20 0.40 0.75
H 5.568 -1.556 2.535 -0.24 -0.51 -0.06
H 7.795 -1.476 1.678 0.27 -0.41 -0.13
H 7.175 -0.558 0.318 0.12 0.19 0.06
H 5.773 -2.541 -0.439 0.00 0.51 -0.29
H 6.595 -3.458 0.747 0.34 -0.40 0.10
H 7.249 -4.295 -1.821 -0.45 0.38 -0.23
H 8.266 -4.645 -0.492 0.35 0.00 0.32
H 8.925 -3.774 -1.919 0.06 -0.25 0.09
C -5.382 -2.126 -2.879 1.32 -1.86 0.83
O -5.509 -1.597 -4.131 -0.70 -1.24 -0.91
C -5.592 -0.250 -4.053 -0.22 1.89 -0.27
C -5.828 0.338 -5.427 -1.48 1.50 -1.06
N -7.242 0.422 -5.983 1.75 -0.68 0.93
C -8.253 0.762 -5.009 0.12 -0.05 0.40
C -9.616 0.740 -5.592 -0.67 2.03 -0.16
O -10.325 -0.417 -5.436 -1.47 -2.23 -0.63
C -11.631 -0.289 -6.015 0.04 -1.10 -0.56
H -4.417 -1.810 -2.482 0.11 0.26 0.58
H -5.276 -3.205 -2.997 -0.24 -0.10 0.07
H -6.173 -1.937 -2.153 -0.31 0.39 -0.19
H -4.734 0.194 -3.548 0.96 0.01 -0.44
H -6.333 0.049 -3.311 -0.87 0.09 -0.22
H -5.389 -0.183 -6.278 0.97 -0.22 0.68
H -5.476 1.369 -5.458 0.32 0.05 0.20
H -7.302 -0.489 -6.414 -1.23 -0.16 0.15
H -8.081 1.794 -4.700 0.24 0.20 -0.07
H -8.270 0.206 -4.072 0.17 -0.47 0.07
H -9.493 1.048 -6.630 -0.27 -0.11 -0.44
H -10.254 1.481 -5.110 0.28 0.83 0.11
H -12.070 -1.242 -6.312 0.61 -0.69 0.54
H -11.600 0.163 -7.006 0.16 0.89 0.23
H -12.405 0.109 -5.358 0.41 0.76 0.18
C 0.206 0.592 -12.751 0.14 -0.97 -0.97
O -0.149 -0.344 -11.741 -0.88 0.69 -0.03
C 0.031 -1.739 -12.013 0.40 0.92 0.71
C -0.146 -2.500 -10.675 0.94 1.53 -1.40
N 0.987 -2.144 -9.808 -0.63 -2.49 -0.52
C 1.034 -3.020 -8.640 0.62 1.28 0.32
C 2.395 -2.866 -8.068 1.42 -0.42 2.02
O 2.369 -3.412 -6.751 -1.14 -0.84 0.18
C 3.594 -3.471 -6.098 -0.06 -0.01 0.13
H -0.146 0.333 -13.749 -0.51 -0.61 -0.13
H 1.283 0.610 -12.921 0.33 0.35 0.51
H -0.223 1.587 -12.630 0.20 -0.15 0.91
H 1.065 -1.803 -12.352 0.22 -0.67 0.02
H -0.605 -2.135 -12.805 -0.42 0.25 -0.04
H -0.137 -3.545 -10.985 0.45 -0.24 0.49
H -1.126 -2.329 -10.229 -0.21 0.30 0.01
H 1.143 -1.174 -9.571 -0.65 -0.01 -0.19
H 0.875 -4.088 -8.788 -0.33 0.19 -0.68
H 0.367 -2.672 -7.851 -0.47 -0.23 0.14
H 2.680 -1.825 -7.919 0.03 0.43 -0.57
H 3.205 -3.397 -8.568 -0.12 0.15 -0.76
H 4.332 -4.057 -6.646 0.32 0.29 -0.41
H 3.482 -4.021 -5.163 -0.31 0.26 0.15
H 3.899 -2.444 -5.898 0.68 -0.01 0.14
C 2.703 1.752 15.551 -1.78 -0.22 1.21
O 1.750 1.043 14.767 0.76 0.61 -2.37
C 1.081 1.952 13.826 -0.93 -0.71 1.24
C 0.270 1.121 12.817 1.92 0.22 -0.83
N 1.110 0.804 11.609 -1.43 1.59 0.42
C 0.548 -0.260 10.759 1.22 -0.92 0.59
C 1.395 -0.590 9.486 -0.30 0.64 1.59
O 0.924 -1.731 8.853 -1.07 -0.87 -0.75
C 0.995 -1.626 7.414 0.95 0.93 1.58
H 3.263 2.568 15.096 0.14 -0.36 -0.55
H 3.321 1.031 16.088 0.16 0.09 -0.32
H 2.019 2.197 16.274 0.62 0.64 0.75
H 1.760 2.726 13.466 0.18 -0.32 -0.48
H 0.321 2.467 14.413 -0.06 0.38 0.23
H -0.629 1.646 12.494 -0.05 -0.13 0.20
H 0.072 0.241 13.428 -0.65 -0.41 -0.27
H 2.021 0.683 12.029 0.30 -0.91 -0.78
H -0.464 -0.097 10.389 -0.07 0.68 0.39
H 0.497 -1.101 11.450 -0.21 -0.91 -0.56
H 2.422 -0.765 9.807 0.38 0.35 -0.20
H 1.292 0.274 8.830 0.42 0.22 -0.06
H 0.508 -2.480 6.943 0.11 0.29 0.11
H 2.057 -1.511 7.196 0.22 -0.67 -0.62
H 0.625 -0.632 7.162 -0.80 -0.22 -0.53
C 3.427 2.824 -5.580 0.27 -0.37 -0.97
C 4.501 3.717 -6.165 -1.47 0.68 -0.69
C 4.408 3.933 -7.705 1.41 -0.33 -0.72
O 4.384 4.986 -5.524 0.83 0.14 0.21
H 3.322 3.076 -4.525 -0.07 -0.47 -0.04
H 3.770 1.810 -5.787 -0.34 -0.33 0.55
H 2.497 2.939 -6.137 -0.24 0.17 0.27
H 5.451 3.242 -5.921 0.22 0.68 0.11
H 4.270 4.947 -8.081 -0.28 0.32 0.84
H 3.767 3.340 -8.357 -0.39 -0.49 0.70
H 5.409 3.720 -8.080 0.15 -0.13 -0.24
H 3.461 5.238 -5.599 -0.09 0.13 -0.02
C 0.495 -7.007 -2.634 -0.68 -0.29 0.59
C 0.301 -7.651 -3.981 0.06 0.88 -2.03
C -0.782 -7.024 -4.894 -1.88 -0.38 1.67
O 1.472 -7.567 -4.730 2.26 -0.49 -0.75
H 1.442 -7.268 -2.161 -0.06 -0.35 -0.13
H -0.329 -7.324 -1.995 0.04 0.11 0.32
H 0.469 -5.918 -2.666 -0.10 0.08 -0.34
H 0.127 -8.725 -4.033 -0.15 -0.03 1.05
H -1.464 -6.432 -4.283 0.17 0.75 0.04
H -1.499 -7.807 -5.141 0.26 -0.21 -0.81
H -0.472 -6.457 -5.772 0.31 -0.24 0.26
H 1.817 -6.673 -4.786 -0.23 0.21 0.11
C 0.543 0.351 0.346 -0.77 -1.33 -0.11
C 0.413 -1.019 -0.453 1.45 0.85 0.32
C 0.617 -0.673 -1.931 -0.16 0.21 -0.83
O 1.356 -2.030 0.008 -0.61 0.90 -0.33
H 0.350 0.207 1.409 -0.25 -0.09 -0.02
H -0.213 1.007 -0.085 -0.02 0.18 0.22
H 1.500 0.872 0.308 0.23 -0.38 -0.53
H -0.546 -1.503 -0.266 -0.12 0.37 -0.09
H 0.658 -1.492 -2.649 0.06 -0.45 0.44
H 1.497 -0.060 -2.127 0.46 -0.19 0.46
H -0.152 -0.025 -2.349 -0.54 0.01 0.43
H 2.201 -1.579 0.083 0.31 -0.08 0.05
```
Forces are in eV/Å.

HOMO ... -8.65 eV
2S+1 ... 1
Net charge ... 0
Calculated total energy ... -2796.74805 a.u.
Structure (SMILES) ... COCCNCCOC.COCCNCCOC.COCCNCCOC.COCCNCCOC.COCCNCCOC.CC(C)O.CC(C)O.CC(C)O
E_LUMO ... 0.31 eV

Löwdin population analysis, charges in e, atoms 1 to 8:
1 C -0.086
2 O -0.189
3 C -0.215
4 C -0.170
5 N -0.082
6 C -0.210
7 C -0.207
8 O -0.189

Entry 2:
Computed, not measured: C20H46Cl2OP2Tl as an isolated structure, with ωB97M-V/def2-TZVPD.

```
72
Properties=species:S:1:pos:R:3:forces:R:3
Tl -0.003 -0.910 -0.142 0.48 0.38 0.18
Cl -0.665 1.069 -1.678 0.43 1.26 -1.53
P -2.748 -0.596 -0.568 0.35 -0.45 0.93
C -3.203 -1.516 -2.147 -0.50 0.48 0.35
C -3.569 -1.549 0.829 -0.86 0.18 -0.64
C -3.551 1.099 -0.686 0.09 -0.39 -0.33
C -2.126 -2.507 -2.580 0.25 0.26 -0.27
H -3.257 -0.700 -2.887 0.13 -0.19 0.11
C -4.553 -2.236 -2.125 -0.20 -0.01 -0.18
H -4.550 -3.063 -1.406 -0.02 0.12 -0.04
H -4.735 -2.672 -3.114 -0.01 -0.04 0.06
H -5.404 -1.582 -1.906 0.22 -0.14 0.08
H -1.132 -2.040 -2.631 -0.28 -0.12 0.02
H -2.386 -2.864 -3.587 0.13 -0.06 0.16
H -2.067 -3.368 -1.910 0.02 0.11 -0.03
H -3.067 1.556 -1.565 -0.10 -0.47 0.31
C -3.217 2.018 0.508 0.13 0.15 -0.08
C -5.028 0.971 -0.990 -0.41 0.22 0.01
H -5.169 0.504 -1.970 -0.10 0.06 0.16
H -5.490 1.965 -1.034 -0.07 -0.07 0.04
H -5.554 0.376 -0.233 -0.03 0.12 -0.11
H -2.423 1.596 1.138 -0.21 0.14 -0.03
H -4.115 2.241 1.104 0.26 -0.23 0.00
H -2.836 2.980 0.139 -0.07 -0.25 0.05
C -2.880 -2.899 1.062 0.01 0.06 0.06
H -4.599 -1.729 0.489 -0.07 -0.16 0.30
C -3.617 -0.765 2.140 0.07 0.14 0.18
H -2.944 -3.563 0.195 0.08 0.11 0.08
H -3.367 -3.407 1.909 0.11 0.10 -0.18
H -1.817 -2.766 1.313 -0.31 -0.05 -0.08
H -2.597 -0.566 2.512 -0.33 -0.05 -0.10
H -4.163 -1.354 2.894 0.22 0.08 -0.14
H -4.140 0.192 2.042 0.10 -0.20 -0.02
Cl 0.091 0.041 2.291 -0.26 -0.16 0.58
H 0.092 -2.675 -0.174 -0.01 -1.38 0.02
P 2.807 0.361 -0.477 -0.63 -0.34 0.73
C 3.353 1.878 -1.431 0.60 -0.53 0.13
C 3.820 0.320 1.110 0.46 0.49 -0.75
C 3.437 -1.050 -1.510 0.33 0.46 -0.22
C 2.331 2.991 -1.291 -0.34 0.29 -0.38
H 3.389 1.558 -2.487 -0.09 0.01 0.27
C 4.733 2.363 -1.005 0.42 0.27 -0.10
H 4.704 2.657 0.049 0.14 0.04 -0.18
H 5.032 3.246 -1.584 -0.09 0.01 0.04
H 5.534 1.624 -1.128 -0.26 0.08 0.06
H 1.314 2.640 -1.497 0.20 0.01 0.10
H 2.563 3.778 -2.027 -0.01 -0.02 0.26
H 2.338 3.432 -0.290 0.02 -0.05 -0.06
H 2.856 -0.885 -2.436 0.20 -0.11 0.20
C 3.119 -2.463 -0.986 -0.25 -0.06 -0.13
C 4.923 -0.928 -1.836 0.16 -0.42 -0.44
H 5.155 -0.043 -2.433 -0.03 -0.03 0.12
H 5.235 -1.801 -2.429 0.07 0.13 0.09
H 5.531 -0.915 -0.924 -0.07 0.02 -0.09
H 2.385 -2.473 -0.175 0.19 -0.06 -0.18
H 4.028 -2.975 -0.646 -0.15 0.15 -0.01
H 2.690 -3.063 -1.801 0.10 0.05 0.21
C 3.306 1.417 2.039 -0.28 -0.17 0.31
H 4.864 0.557 0.853 -0.07 -0.26 0.13
C 3.749 -1.023 1.827 -0.06 -0.17 0.15
H 3.405 2.423 1.631 -0.10 -0.03 -0.09
H 3.880 1.390 2.977 -0.13 0.01 -0.08
H 2.245 1.211 2.257 0.41 0.29 0.02
H 2.711 -1.263 2.104 0.24 0.07 -0.09
H 4.338 -0.959 2.752 -0.14 0.00 -0.09
H 4.156 -1.850 1.242 -0.04 0.14 0.04
C -0.654 2.512 4.132 -0.10 -0.44 -0.11
C -0.296 3.284 2.990 -0.20 0.99 1.33
O 0.013 3.828 2.001 0.44 0.01 -1.78
H 0.146 1.768 4.305 -0.44 -0.01 0.01
H -1.611 1.992 3.887 0.58 0.09 0.43
H -0.743 3.177 5.006 -0.31 -0.44 0.20
```
Forces are in eV/Å.

HOMO (alpha / beta) ... -1.46 / -2.31 eV
2S+1 ... 1
Net charge ... -1
Calculated total energy ... -2640.38599 a.u.
E_LUMO (alpha / beta) ... 2.69 / 2.63 eV

Löwdin population analysis, charges in e, atoms 1 to 8:
1 Tl 0.080
2 Cl -0.082
3 P 0.894
4 C -0.536
5 C -0.560
6 C -0.585
7 C -0.151
8 H 0.105